Record 1
The following is a quantum chemistry calculation of a structure of composition C31H44N8O3PTc in a non-equilibrium geometry, from the OMol25 dataset.

The value obtained for the energy above the lowest of the compared OMol25 structures with the same formula, charge and spin is 80.70 kJ/mol. The charge is +1. The multiplicity is 4. For the LUMO energy (spin up / spin down), the calculation gives -2.942 / -4.503 eV. The value obtained for the energy is -62405.89999 eV.

Structure (XYZ):
```
88
Properties=species:S:1:pos:R:3:forces:R:3
Tc 0.184 -0.984 0.010 -1.41 0.56 0.61
C -2.871 -0.945 2.085 0.11 0.35 0.08
C -2.044 0.332 2.326 -0.44 -0.09 -0.08
N -0.625 0.030 2.485 0.55 0.50 -0.33
C -0.319 -0.554 3.797 0.26 -0.38 0.02
C 0.492 -1.857 3.690 -0.17 0.04 0.07
N 0.012 -2.652 2.582 0.52 -0.17 -0.16
C -1.231 -3.374 2.814 -0.21 -0.09 -0.40
C -2.157 -3.243 1.602 0.00 -0.18 0.35
N -2.236 -1.866 1.149 0.15 -0.05 -0.54
H -3.858 -0.638 1.725 0.02 -0.08 0.07
H -3.023 -1.453 3.039 -0.08 0.01 -0.03
H -2.456 0.848 3.208 0.09 -0.06 -0.15
H -2.167 1.012 1.482 0.03 -0.02 0.14
H -0.096 0.888 2.356 -0.14 -0.01 0.13
H -1.258 -0.781 4.303 -0.01 0.10 0.03
H 0.229 0.148 4.433 -0.13 0.00 -0.03
H 0.416 -2.391 4.650 0.13 0.13 -0.04
H 1.545 -1.636 3.516 0.04 0.03 0.01
H 0.725 -3.276 2.231 -0.12 0.03 0.20
H -1.718 -2.968 3.702 0.04 -0.03 0.04
H -1.052 -4.438 3.002 -0.06 0.08 0.09
H -3.144 -3.656 1.852 0.06 -0.01 0.01
H -1.754 -3.831 0.780 -0.10 -0.08 0.00
H -2.729 -1.846 0.258 -0.07 -0.02 0.20
O -3.751 -0.860 -1.243 -0.07 -0.15 -0.16
C -2.971 0.063 -1.179 -0.56 -0.14 0.02
N -3.222 1.384 -1.381 0.03 0.09 0.09
C -2.016 2.193 -1.305 -0.07 0.42 -0.19
C -1.105 1.161 -0.678 -1.05 -0.16 -0.10
O 0.008 1.251 -0.125 0.92 -0.15 0.31
N -1.644 -0.044 -0.785 0.96 0.11 0.12
C -2.248 3.482 -0.553 0.15 -0.01 0.27
C -3.211 4.369 -1.023 0.05 -0.09 0.13
C -3.431 5.565 -0.366 -0.04 -0.03 -0.12
C -2.682 5.892 0.753 0.06 0.03 0.11
C -1.707 5.022 1.207 0.00 0.13 0.07
C -1.488 3.821 0.555 -0.01 -0.10 -0.01
C -1.453 2.490 -2.698 -0.12 0.01 -0.16
C -0.542 3.521 -2.872 -0.03 -0.09 -0.01
C -0.112 3.852 -4.144 0.11 0.00 0.05
C -0.581 3.154 -5.245 0.09 -0.01 -0.02
C -1.459 2.102 -5.067 0.06 -0.04 -0.10
C -1.891 1.763 -3.797 0.02 0.03 0.05
H -4.075 1.713 -1.802 -0.02 -0.09 -0.01
H -3.779 4.129 -1.911 -0.07 0.00 -0.12
H -4.176 6.252 -0.739 -0.09 0.05 -0.01
H -2.852 6.828 1.263 -0.01 0.10 0.04
H -1.101 5.279 2.063 0.01 0.05 0.08
H -0.705 3.159 0.894 0.02 0.01 0.05
H -0.185 4.075 -2.016 0.01 0.10 0.06
H 0.588 4.661 -4.271 0.08 0.12 -0.05
H -0.250 3.424 -6.235 0.02 0.04 -0.13
H -1.817 1.542 -5.916 -0.05 -0.06 -0.13
H -2.584 0.941 -3.684 -0.07 -0.02 0.03
C 3.506 -3.165 1.965 -0.04 0.06 -0.09
C 3.743 -2.382 0.683 -0.55 -0.05 0.07
P 2.637 -0.951 0.273 1.41 0.38 -0.09
C 2.957 0.371 1.520 -0.25 -0.21 -0.11
C 4.402 0.694 1.869 -0.05 -0.03 -0.09
C 3.485 -0.366 -1.271 -0.29 0.00 -0.02
C 4.996 -0.546 -1.407 -0.11 -0.02 0.12
H 4.232 -3.975 2.023 0.00 -0.01 0.06
H 2.519 -3.616 1.979 -0.03 -0.08 0.06
H 3.631 -2.541 2.846 -0.04 0.03 0.12
H 3.663 -3.058 -0.174 0.08 0.09 -0.04
H 4.759 -1.984 0.702 -0.12 0.08 -0.19
H 2.418 0.080 2.423 -0.10 0.00 0.03
H 2.453 1.255 1.117 -0.07 -0.02 0.03
H 4.943 -0.188 2.198 0.12 -0.09 0.07
H 4.421 1.421 2.677 0.04 0.05 0.09
H 4.926 1.128 1.026 0.11 0.07 -0.11
H 3.211 0.687 -1.377 -0.11 -0.08 -0.05
H 3.015 -0.894 -2.103 -0.05 0.14 0.08
H 5.554 -0.167 -0.557 0.09 0.00 0.06
H 5.324 0.000 -2.288 0.03 0.04 -0.06
H 5.255 -1.590 -1.562 0.08 -0.07 0.05
N 0.283 -2.863 -0.312 0.03 -0.69 -0.44
C 0.328 -3.999 -0.656 0.20 -0.22 0.03
N 0.414 -5.214 -0.800 0.05 1.09 1.38
C 0.359 -6.149 -1.681 -0.10 -0.63 -0.92
N 0.320 -7.030 -2.419 0.00 -0.41 -0.36
C -0.257 -1.705 -3.052 -0.09 -0.20 -0.17
C 0.367 -0.723 -2.116 0.23 0.21 0.24
O 0.907 0.283 -2.451 0.16 -0.06 -0.31
H -0.325 -1.265 -4.047 0.02 0.06 0.05
H -1.241 -2.010 -2.705 -0.07 -0.04 0.07
H 0.372 -2.593 -3.101 0.04 -0.08 -0.01
```
Forces are in eV/Å.

What are the Löwdin partial charges on each atom? They are as follows, in elementary charge units:
1 Tc 1.458
2 C -0.169
3 C -0.193
4 N -0.091
5 C -0.180
6 C -0.209
7 N -0.096
8 C -0.183
9 C -0.200
10 N -0.094
11 H 0.131
12 H 0.108
13 H 0.131
14 H 0.091
15 H 0.092
16 H 0.110
17 H 0.126
18 H 0.127
19 H 0.082
20 H 0.062
21 H 0.108
22 H 0.129
23 H 0.130
24 H 0.090
25 H 0.072
26 O 0.082
27 C -0.548
28 N 0.179
29 C -0.260
30 C -0.469
31 O -0.081
32 N 0.045
33 C -0.164
34 C -0.019
35 C -0.057
36 C -0.071
37 C -0.063
38 C -0.032
39 C -0.150
40 C -0.011
41 C -0.055
42 C -0.068
43 C -0.063
44 C -0.025
45 H 0.168
46 H 0.123
47 H 0.111
48 H 0.108
49 H 0.107
50 H 0.099
51 H 0.125
52 H 0.109
53 H 0.108
54 H 0.109
55 H 0.118
56 C -0.124
57 C -0.365
58 P 0.940
59 C -0.382
60 C -0.119
61 C -0.368
62 C -0.128
63 H 0.088
64 H 0.046
65 H 0.070
66 H 0.093
67 H 0.074
68 H 0.053
69 H 0.078
70 H 0.071
71 H 0.083
72 H 0.066
73 H 0.089
74 H 0.071
75 H 0.056
76 H 0.086
77 H 0.074
78 N -0.078
79 C -0.282
80 N 0.143
81 C -0.358
82 N 0.148
83 C -0.036
84 C -0.476
85 O 0.042
86 H 0.095
87 H 0.079
88 H 0.081



Record 2
The following is a quantum chemistry calculation of a structure of composition C31H44NNiP2, from the OMol25 dataset.

The charge is +1. For the LUMO energy (spin up / spin down), the calculation gives -3.510 / -3.457 eV. The value obtained for the energy is -93967.57260 eV.

Structure (XYZ):
```
79
Properties=species:S:1:pos:R:3:forces:R:3
Ni -0.425 0.021 -0.016 0.28 0.39 0.03
C -1.811 -0.355 3.416 -0.13 0.13 -0.08
C -2.564 -0.331 2.106 -0.12 0.09 0.10
C -2.344 0.705 1.180 -0.08 -0.31 0.15
C -3.116 0.809 0.013 0.09 -0.12 0.00
C -4.112 -0.115 -0.242 -0.12 -0.12 0.05
C -4.361 -1.114 0.693 0.00 -0.08 -0.10
C -3.590 -1.231 1.841 0.02 -0.06 0.00
H -2.199 -1.118 4.091 -0.01 0.05 -0.06
H -1.904 0.611 3.918 0.00 -0.02 -0.01
H -0.749 -0.547 3.269 0.01 0.01 -0.02
H -1.768 1.552 1.510 0.16 0.05 0.04
H -2.981 1.651 -0.653 -0.14 -0.40 0.17
H -4.726 -0.026 -1.131 0.05 -0.03 0.07
H -5.171 -1.816 0.522 0.06 0.05 0.03
H -3.821 -2.007 2.562 0.03 0.01 -0.04
C 1.297 -2.622 2.364 -0.02 -0.03 0.01
C 0.209 -3.314 1.532 -0.22 0.26 0.31
C -1.008 -3.630 2.399 -0.01 0.03 0.03
P -0.115 -2.313 0.016 -0.26 0.22 -0.28
C -1.016 -3.390 -1.197 -0.18 0.05 0.06
C -2.527 -3.496 -0.981 0.07 -0.05 0.04
C -0.749 -2.883 -2.617 0.00 0.04 -0.06
C 1.537 -2.313 -0.690 -0.10 -0.46 0.09
C 2.349 -3.445 -0.767 -0.10 -0.06 0.06
C 3.621 -3.366 -1.296 0.07 0.04 -0.05
C 4.081 -2.125 -1.729 0.01 0.13 -0.01
C 3.269 -1.004 -1.677 0.22 0.08 -0.10
C 1.957 -1.097 -1.196 -0.04 0.71 -0.24
N 1.053 -0.018 -1.189 -0.08 -0.02 -0.12
C 1.235 1.075 -2.075 0.23 -0.71 0.09
C 1.681 0.945 -3.389 0.09 -0.12 -0.26
C 1.812 2.067 -4.195 0.02 -0.10 -0.03
C 1.501 3.337 -3.718 0.02 -0.06 -0.04
C 1.041 3.468 -2.421 0.02 0.01 0.13
C 0.917 2.340 -1.609 -0.13 0.52 0.00
P 0.308 2.201 0.060 0.00 -0.55 0.05
C -0.721 3.660 0.451 -0.21 -0.05 -0.04
C -1.814 3.822 -0.629 0.13 0.21 -0.02
C 0.044 4.965 0.695 -0.11 0.14 -0.03
C 1.745 2.134 1.208 -0.01 0.23 0.12
C 1.281 2.304 2.660 -0.02 -0.03 0.00
C 2.889 3.076 0.836 0.02 0.06 0.12
H 1.438 -3.155 3.307 -0.01 0.00 -0.05
H 1.014 -1.593 2.609 0.00 -0.03 -0.02
H 2.253 -2.589 1.844 -0.02 0.01 0.02
H 0.602 -4.250 1.141 0.08 -0.18 0.00
H -1.450 -2.719 2.806 0.04 -0.17 -0.09
H -0.691 -4.245 3.245 -0.02 0.02 -0.04
H -1.779 -4.184 1.865 -0.01 0.02 -0.03
H -0.558 -4.374 -1.072 0.03 -0.10 -0.03
H -2.998 -2.538 -1.197 -0.04 0.05 0.01
H -2.807 -3.794 0.028 0.03 0.01 0.01
H -2.944 -4.233 -1.674 0.07 0.07 0.06
H -1.083 -1.845 -2.729 0.02 -0.07 0.01
H -1.312 -3.491 -3.331 0.05 0.04 0.06
H 0.305 -2.931 -2.885 -0.03 0.00 0.00
H 1.992 -4.405 -0.406 0.00 0.10 -0.02
H 4.248 -4.248 -1.358 -0.03 0.09 0.01
H 5.093 -2.029 -2.108 -0.09 0.01 0.01
H 3.645 -0.047 -2.017 0.02 -0.09 0.00
H 1.905 -0.041 -3.781 0.01 0.10 -0.01
H 2.150 1.946 -5.219 -0.03 -0.01 0.10
H 1.607 4.209 -4.351 -0.01 -0.08 0.03
H 0.789 4.454 -2.050 -0.01 -0.09 0.02
H -1.213 3.393 1.392 0.00 0.09 0.02
H -1.490 4.520 -1.401 0.02 -0.01 0.04
H -2.729 4.217 -0.184 0.05 -0.01 -0.03
H -2.058 2.888 -1.138 0.26 0.35 -0.03
H 0.752 5.195 -0.102 -0.07 -0.01 0.01
H 0.593 4.958 1.635 -0.02 -0.02 -0.06
H -0.678 5.784 0.742 0.06 -0.02 0.02
H 2.092 1.109 1.083 0.08 -0.11 -0.03
H 0.959 3.327 2.869 0.03 -0.09 -0.01
H 2.103 2.075 3.342 -0.03 0.01 -0.05
H 0.452 1.634 2.911 0.06 0.02 -0.03
H 2.605 4.126 0.940 0.04 -0.09 0.00
H 3.228 2.914 -0.186 -0.01 -0.01 -0.01
H 3.734 2.895 1.505 -0.03 0.02 -0.04
```
Forces are in eV/Å.

What are the Löwdin partial charges on each atom? They are as follows, in elementary charge units:
1 Ni 0.299
2 C -0.040
3 C -0.265
4 C -0.149
5 C -0.069
6 C -0.065
7 C -0.061
8 C -0.042
9 H 0.087
10 H 0.095
11 H 0.054
12 H 0.061
13 H 0.074
14 H 0.118
15 H 0.122
16 H 0.122
17 C -0.094
18 C -0.512
19 C -0.089
20 P 1.107
21 C -0.510
22 C -0.103
23 C -0.104
24 C -0.346
25 C -0.088
26 C -0.076
27 C -0.059
28 C -0.023
29 C -0.300
30 N -0.077
31 C -0.304
32 C -0.024
33 C -0.055
34 C -0.075
35 C -0.070
36 C -0.298
37 P 1.096
38 C -0.503
39 C -0.097
40 C -0.089
41 C -0.503
42 C -0.092
43 C -0.082
44 H 0.089
45 H 0.056
46 H 0.073
47 H 0.097
48 H 0.036
49 H 0.091
50 H 0.067
51 H 0.115
52 H 0.060
53 H 0.056
54 H 0.089
55 H 0.078
56 H 0.088
57 H 0.073
58 H 0.110
59 H 0.109
60 H 0.112
61 H 0.114
62 H 0.121
63 H 0.113
64 H 0.109
65 H 0.094
66 H 0.094
67 H 0.082
68 H 0.096
69 H 0.041
70 H 0.068
71 H 0.063
72 H 0.093
73 H 0.095
74 H 0.069
75 H 0.090
76 H 0.055
77 H 0.068
78 H 0.077
79 H 0.089